Molecular formula: C28H77NO15
Method: DFT, the ωB97M-V functional and the def2-TZVPD basis

```
121
Properties=species:S:1:pos:R:3
O 3.395 -0.180 -1.089
O 5.549 0.278 2.384
O -1.864 1.173 -7.114
O 5.291 -2.055 4.118
O -3.959 4.217 -3.953
O 0.825 -1.871 2.344
O 0.912 1.108 -1.531
O -3.807 0.068 -1.747
O -1.455 0.373 -0.777
O -5.656 -2.058 -5.342
O 6.022 -1.409 8.390
O -4.598 2.159 2.187
O -0.312 -0.101 -0.054
O -4.847 1.193 -4.939
O -1.818 -5.959 -1.412
N 1.787 0.305 0.497
C 0.300 -3.174 2.136
C -2.701 6.282 -3.602
C -3.152 4.953 -3.030
C 0.808 0.528 -0.500
C 4.420 -2.736 5.026
C -4.024 2.734 4.493
C -6.210 1.593 -5.094
C -3.710 -2.140 -3.936
C -3.992 3.135 3.032
C -1.254 1.776 -5.977
C -3.037 -6.148 -2.124
C 3.160 0.592 0.050
C 6.229 -1.023 10.795
C 5.192 -3.506 6.077
C -2.472 0.505 0.216
C 5.331 1.180 -1.895
C 6.619 1.556 -1.154
C 6.199 1.351 4.481
C -6.355 2.776 -6.029
C -1.302 0.878 -4.759
C 5.165 1.215 3.379
C 1.304 -4.101 1.475
C 6.745 -0.713 9.403
C -2.812 -6.414 -3.600
C 4.762 -0.188 -1.476
C -4.473 -2.810 -5.057
C -3.902 2.283 -0.855
C -3.766 0.808 -0.530
H -4.713 0.144 -2.068
H -2.243 1.354 0.871
H 6.707 0.365 9.216
H 6.412 2.000 -0.176
H 5.363 -0.619 -0.661
H 3.298 1.670 -0.117
H -3.035 2.636 -1.421
H -6.733 0.721 -5.486
H 5.545 1.153 -2.968
H -7.404 3.049 -6.150
H 4.568 1.950 -1.759
H -0.615 -3.121 1.534
H -4.601 0.502 0.111
H -2.286 4.351 -2.739
H -3.847 -2.873 -5.955
H 5.840 -2.716 3.682
H -5.822 3.645 -5.636
H 5.809 -4.278 5.611
H 5.187 -0.712 10.900
H 2.210 -4.169 2.079
H 1.565 0.953 1.252
H 5.633 -0.580 2.824
H 6.281 -2.095 10.989
H 1.067 -1.501 1.483
H -3.761 -6.579 -4.114
H -4.792 -3.821 -4.801
H -0.798 -0.068 -4.960
H -5.334 -1.171 -5.547
H 6.335 0.396 4.992
H -2.791 -2.674 -3.684
H 7.234 0.665 -0.988
H -2.180 -7.291 -3.740
H -2.780 0.978 -6.881
H 3.750 -3.395 4.465
H -4.481 4.105 2.893
H -6.637 1.829 -4.114
H -1.365 -5.198 -1.788
H -3.687 -5.276 -1.990
H -2.963 3.225 2.682
H -0.228 1.997 -6.268
H -2.314 -5.563 -4.072
H 5.847 -2.836 6.633
H -3.563 6.889 -3.880
H -3.422 4.064 -4.738
H -5.054 2.630 4.843
H 5.100 -1.137 8.447
H 7.780 -1.036 9.295
H 3.823 0.274 0.864
H -0.833 1.342 -3.890
H -4.360 1.939 -4.567
H 5.890 2.095 5.217
H -5.942 2.539 -7.011
H -4.019 2.872 0.057
H 1.588 -3.719 0.491
H -4.330 -2.082 -3.042
H 7.160 1.652 4.062
H 0.026 -3.551 3.123
H -3.445 -1.119 -4.206
H -5.515 2.058 2.465
H 4.196 0.928 3.807
H -3.530 3.482 5.114
H -2.091 6.132 -4.496
H -1.750 2.733 -5.761
H -3.523 1.776 4.635
H -2.528 -0.404 0.821
H -2.341 0.655 -4.511
H -3.523 -7.001 -1.650
H 3.810 -1.956 5.481
H -2.104 6.835 -2.875
H 4.806 -0.881 -2.320
H -4.790 2.475 -1.470
H -3.764 5.107 -2.142
H 7.223 2.254 -1.740
H 5.034 2.166 2.859
H 4.511 -3.994 6.777
H 0.889 -5.102 1.345
H 6.816 -0.502 11.553
```

DFT total energy in a.u.: -2296.1722
Highest occupied orbital energy in hartree: -0.34536
SMILES: CCCOCNC(=O)OOC[C@@H](C)O.CCO.CCO.CCO.CCO.CCO.CCO.CCO.CCO.CCO.CCO

Atomic partial charges in e from the Mulliken method, atoms 1 to 99: -0.340, -0.364, -0.572, -0.485, -0.403, -0.469, -0.561, -0.246, -0.320, -0.585, -0.410, -0.390, 0.044, 0.128, -0.501, 0.027, -0.153, -1.323, -0.113, 0.224, -0.067, -1.153, -0.276, 0.194, -0.181, -0.244, -0.212, -0.253, -1.061, -1.152, -0.627, -0.222, -1.083, -1.110, -1.054, -0.082, -0.209, -0.924, -0.285, -0.963, -0.583, -0.277, -0.839, 0.207, 0.220, 0.085, 0.260, 0.182, 0.346, 0.297, 0.050, 0.353, 0.364, 0.409, 0.278, 0.145, 0.332, 0.175, 0.281, 0.224, 0.165, 0.387, 0.339, 0.111, 0.113, 0.311, 0.273, 0.336, 0.303, 0.213, 0.357, 0.244, 0.184, 0.308, 0.305, 0.311, 0.316, 0.079, 0.286, 0.277, 0.285, 0.221, 0.270, 0.393, 0.258, 0.304, 0.314, 0.208, 0.329, 0.236, 0.286, 0.136, 0.148, -0.061, 0.375, 0.271, 0.250, 0.285, 0.187